# C3H4BrCl2F

A cluster of 2 separate species, C3H4BrCl2F in total at a distorted geometry (ωB97M-V/def2-TZVPD, the OMol25 dataset).

DFT total energy, a.u.: -3710.8330

Geometry as ORCA input:
```
! wB97M-V def2-TZVPD RIJCOSX def2/J DEFGRID3
* xyz 0 1
C -1.00372 -0.32470 -1.11762
C 1.77402 0.31752 0.90335
C -0.87778 0.09225 0.37478
F -1.06842 -0.89627 1.20182
Cl -2.71327 -0.64548 -1.32789
Cl -1.55793 1.57816 0.93660
Br 2.61814 -0.00923 -0.71880
H -0.35086 -1.22644 -1.08230
H -0.55610 0.48610 -1.76613
H 2.04931 1.32566 1.19505
H 1.68660 -0.69757 1.40113
*
```


# C3H4BrClS

A structure of composition C3H4BrClS at a distorted geometry (ωB97M-V/def2-TZVPD, the OMol25 dataset).

DFT total energy, a.u.: -3548.8625
Relative energy (zero: lowest compared OMol25 entry of this formula, charge and spin), eV: 4.107

Geometry as ORCA input:
```
! wB97M-V def2-TZVPD RIJCOSX def2/J DEFGRID3
* xyz 0 1
C -0.21445 -0.89570 -0.33439
C -2.98429 -0.14178 0.38040
C 2.10561 0.67080 0.13597
S 0.32944 0.60153 -0.42814
Cl -3.35256 1.08256 -0.57930
Br -3.70266 -1.78666 -0.12653
H 0.46243 -1.64576 0.19654
H 2.24283 -0.22432 0.88672
H 2.24082 1.56498 0.67929
H 2.87283 0.77435 -0.81055
*
```


# C3H4BrF

The molecule C3H4BrF at a distorted geometry (ωB97M-V/def2-TZVPD, the OMol25 dataset).

DFT total energy, a.u.: -2790.5437
Relative energy (zero: lowest compared OMol25 entry of this formula, charge and spin), eV: 0.550
SMILES: C=C(F)CBr

Geometry as ORCA input:
```
! wB97M-V def2-TZVPD RIJCOSX def2/J DEFGRID3
* xyz 0 1
C 0.26215 -0.11275 1.31816
C 0.57226 -0.31155 0.07526
F 1.55804 -1.13427 -0.28863
C -0.24491 0.34981 -1.07399
Br -2.08079 -0.27618 -0.96395
H 0.73453 -0.69549 2.15282
H -0.60461 0.48422 1.53131
H -0.53714 1.39407 -0.78156
H 0.34048 0.30213 -1.96942
*
```